Entry 1:
DFT (the ωB97M-V functional and the def2-TZVPD basis) results for C5H4N2 in the gas phase.

Geometry as XYZ:
```
11
C5H4N2 | the OMol25 dataset | the ωB97M-V functional and the def2-TZVPD basis
C 2.809 -0.469 -0.015
C 1.614 -0.335 0.072
C 0.221 -0.039 0.082
C -0.879 -0.870 0.169
N -1.958 -0.074 0.014
N -1.652 1.219 -0.163
C -0.333 1.249 -0.118
H 3.864 -0.572 -0.129
H -0.975 -1.935 0.326
H -2.927 -0.351 -0.009
H 0.215 2.176 -0.229
```

DFT total energy = -8227.6642 eV
Net charge = 0
Energy relative to the best compared isomer or geometry (same formula, charge and spin) = 176.5 kJ/mol
SMILES = C#Cc1cn[nH]c1
E_HOMO = -0.328 Ha
Gap between HOMO and LUMO = 9.8 eV

Entry 2:
DFT (the ωB97M-V functional and the def2-TZVPD basis) results for a 5-piece molecular cluster, C19H37BN3O14 overall.

Geometry as XYZ:
```
74
C19H37BN3O14 | the OMol25 dataset | the ωB97M-V functional and the def2-TZVPD basis
N 3.992 -1.656 3.821
C 2.523 -1.608 3.843
C 1.965 -0.409 3.070
N 1.342 0.567 3.999
N 2.236 1.315 4.638
C 1.784 2.190 5.492
C 0.421 2.365 5.765
C -0.462 1.581 5.086
C 0.022 0.626 4.173
C -0.943 -0.246 3.478
B -1.287 -1.630 4.236
O -0.690 -2.791 3.817
O -2.236 -1.641 5.235
H 4.367 -0.735 3.626
H 4.331 -1.860 4.752
H 2.208 -1.518 4.887
H 2.104 -2.538 3.468
H 2.788 0.139 2.623
H 1.288 -0.665 2.269
H 2.503 2.793 6.023
H 0.091 3.093 6.487
H -1.524 1.685 5.237
H -1.871 0.314 3.405
H -0.654 -0.479 2.457
H -0.081 -3.123 4.489
H -1.896 -1.296 6.069
C -0.951 -2.197 -0.514
O -0.234 -0.994 -0.817
C -0.704 -0.319 -1.871
O -1.645 -0.640 -2.544
O 0.045 0.767 -2.033
C -0.354 1.584 -3.141
H -0.466 -2.638 0.354
H -1.988 -1.970 -0.266
H -0.911 -2.906 -1.337
H -1.371 1.946 -3.004
H -0.273 1.031 -4.074
H 0.322 2.433 -3.173
C 0.278 -7.035 -3.253
O -0.878 -7.716 -2.761
C -1.630 -6.999 -1.932
O -1.413 -5.867 -1.581
O -2.665 -7.746 -1.558
C -3.570 -7.101 -0.662
H 0.789 -7.734 -3.909
H -0.008 -6.151 -3.819
H 0.939 -6.760 -2.434
H -4.008 -6.219 -1.127
H -3.066 -6.828 0.263
H -4.354 -7.821 -0.447
C 5.107 6.314 0.715
O 4.051 5.413 0.355
C 3.447 4.835 1.379
O 3.698 4.992 2.546
O 2.491 4.026 0.902
C 1.771 3.355 1.922
H 5.503 6.706 -0.216
H 4.721 7.133 1.318
H 5.893 5.788 1.251
H 1.263 4.069 2.571
H 2.442 2.725 2.507
H 1.029 2.731 1.427
C -3.210 1.069 -5.611
O -2.498 2.274 -5.911
C -2.972 2.940 -6.966
O -3.907 2.611 -7.643
O -2.227 4.031 -7.136
C -2.624 4.845 -8.243
H -2.729 0.628 -4.741
H -4.249 1.283 -5.372
H -3.152 0.369 -6.442
H -3.642 5.206 -8.107
H -2.544 4.291 -9.175
H -1.941 5.689 -8.264
```

DFT total energy = -54109.8766 eV
Net charge = +1
E_HOMO = -0.444 Ha
Gap between HOMO and LUMO = 7.4 eV

Entry 3:
DFT (the ωB97M-V functional and the def2-TZVPD basis) results for a 2-piece molecular cluster, C28H24N3 overall.

Geometry as XYZ:
```
55
C28H24N3 | the OMol25 dataset | the ωB97M-V functional and the def2-TZVPD basis
C 3.978 -3.231 3.363
C 2.734 -3.481 3.960
C 1.711 -2.535 3.887
C 1.934 -1.300 3.235
C 0.877 -0.300 3.048
C -0.467 -0.707 2.896
C -1.574 0.116 2.831
C -2.934 -0.342 2.953
C -3.972 0.607 3.136
C -5.301 0.211 3.262
C -5.631 -1.154 3.239
C -4.613 -2.114 3.124
C -3.279 -1.719 2.980
C 1.253 1.114 3.070
C 0.573 2.037 2.260
C 0.787 3.405 2.364
C 1.801 3.878 3.208
C 2.558 2.972 3.968
C 2.293 1.606 3.904
C 3.208 -1.048 2.674
C 4.207 -2.015 2.708
H 4.773 -3.979 3.404
H 2.560 -4.425 4.475
H 0.737 -2.732 4.340
H -0.638 -1.787 2.874
H -1.461 1.188 2.941
H -3.698 1.658 3.242
H -6.081 0.965 3.381
H -6.677 -1.468 3.289
H -4.861 -3.179 3.148
H -2.489 -2.469 2.953
H -0.143 1.642 1.545
H 0.152 4.086 1.794
H 1.997 4.949 3.274
H 3.354 3.331 4.623
H 2.878 0.904 4.504
H 3.385 -0.099 2.164
H 5.157 -1.804 2.220
C -0.639 0.257 -2.975
N -1.289 0.681 -1.757
N -0.909 0.281 -0.530
N -1.667 0.899 0.379
C -2.595 1.693 -0.295
C -2.351 1.550 -1.663
C -3.051 2.201 -2.665
C -4.083 3.033 -2.228
C -4.352 3.222 -0.854
C -3.610 2.567 0.138
H -1.125 0.800 -3.789
H 0.427 0.510 -2.959
H -0.772 -0.819 -3.140
H -2.781 2.019 -3.705
H -4.703 3.547 -2.967
H -5.163 3.898 -0.570
H -3.760 2.690 1.208
```

DFT total energy = -33888.1515 eV
Net charge = +1
Energy relative to the best compared isomer or geometry (same formula, charge and spin) = 35.7 kJ/mol
E_HOMO = -0.420 Ha
Gap between HOMO and LUMO = 6.6 eV

Entry 4:
DFT (the ωB97M-V functional and the def2-TZVPD basis) results for C16H20N6O2S2 in the gas phase.

Geometry as XYZ:
```
46
C16H20N6O2S2 | the OMol25 dataset | the ωB97M-V functional and the def2-TZVPD basis
C 1.945 4.333 3.350
H 2.671 3.555 3.608
O 0.787 3.787 2.768
C 0.909 3.098 1.600
C 2.100 2.888 0.913
C 2.101 2.167 -0.268
C 0.925 1.639 -0.790
C -0.272 1.868 -0.110
C -0.274 2.581 1.069
H -1.193 2.762 1.603
H -1.188 1.479 -0.520
N 0.991 0.918 -1.980
C 0.109 0.043 -2.510
N -1.030 -0.242 -1.871
C -1.796 -1.138 -2.478
N -1.548 -1.711 -3.634
C -0.373 -1.373 -4.188
N 0.488 -0.508 -3.663
N -0.073 -1.932 -5.370
H 0.863 -1.828 -5.719
H -0.639 -2.705 -5.673
C -3.012 -1.570 -1.734
H -3.809 -1.859 -2.414
H -3.336 -0.804 -1.031
S -2.606 -3.106 -0.807
C -0.866 -2.777 -0.423
N -0.622 -1.909 0.555
C -1.608 -1.300 1.418
H -2.602 -1.675 1.177
C -1.272 -1.646 2.876
O 0.034 -1.250 3.215
C 0.980 -1.871 2.378
H 1.958 -1.506 2.692
C 0.726 -1.518 0.910
H 1.432 -2.035 0.260
H 0.816 -0.435 0.774
H 0.939 -2.964 2.504
H -1.941 -1.115 3.553
H -1.388 -2.731 3.023
H -1.567 -0.215 1.279
S 0.286 -3.555 -1.287
H 1.857 0.974 -2.499
H 3.034 2.011 -0.791
H 3.034 3.279 1.284
H 2.419 5.068 2.691
H 1.612 4.829 4.260
```

DFT total energy = -51623.5593 eV
Net charge = 0
Energy relative to the best compared isomer or geometry (same formula, charge and spin) = 14.7 kJ/mol
SMILES = COc1ccc(Nc2nc(N)nc(CSC(=S)N3CCOCC3)n2)cc1
E_HOMO = -0.288 Ha
Gap between HOMO and LUMO = 8.3 eV

Entry 5:
DFT (the ωB97M-V functional and the def2-TZVPD basis) results for a 2-piece molecular cluster, C4H12N2 overall.

Geometry as XYZ:
```
18
C4H12N2 | the OMol25 dataset | the ωB97M-V functional and the def2-TZVPD basis
C 0.393 1.063 0.467
C -0.012 1.165 -0.936
C -1.360 0.495 -0.788
C -1.336 -0.774 -0.320
N -2.479 -1.051 0.656
N 3.259 -0.454 0.204
H 1.431 1.210 0.782
H -0.282 1.399 1.248
H 0.612 0.429 -1.458
H 0.102 2.227 -1.196
H -2.316 0.885 -1.139
H -0.663 -1.621 -0.382
H -2.384 -0.486 1.506
H -2.430 -1.994 1.066
H -3.380 -0.810 0.228
H 4.071 0.113 0.429
H 3.273 -0.392 -0.813
H 3.502 -1.404 0.447
```

DFT total energy = -7300.3128 eV
Net charge = +2
Energy relative to the best compared isomer or geometry (same formula, charge and spin) = 523.0 kJ/mol
E_HOMO = -0.636 Ha
Gap between HOMO and LUMO = 5.8 eV

Entry 6:
DFT (the ωB97M-V functional and the def2-TZVPD basis) results for C26H53F3O3PSi2 as an isolated structure.

Geometry as XYZ:
```
88
C26H53F3O3PSi2 | the OMol25 dataset | the ωB97M-V functional and the def2-TZVPD basis
C 5.950 1.714 1.429
C 6.958 1.234 0.671
Si 7.030 1.400 -1.213
C 8.858 1.523 -1.692
C 9.181 2.638 -2.704
C 9.319 4.000 -2.105
F 9.979 4.907 -2.874
C 8.858 4.434 -0.890
F 9.558 4.658 0.178
F 7.576 4.680 -0.727
O 6.261 0.085 -1.916
Si 4.648 0.355 -2.355
C 3.622 1.232 -1.033
C 2.144 1.343 -1.490
O 2.063 2.545 -2.264
C 0.783 2.972 -2.504
C 0.240 4.179 -1.767
O 0.117 2.434 -3.314
H 5.375 1.009 2.039
H 5.669 2.767 1.411
H 7.820 0.722 1.120
H 6.309 2.621 -1.622
H 9.094 0.572 -2.197
H 9.505 1.538 -0.809
H 8.468 2.594 -3.543
H 10.159 2.418 -3.156
H 4.639 1.142 -3.605
H 4.024 -0.948 -2.662
H 3.944 2.260 -0.850
H 3.709 0.669 -0.096
H 1.960 0.449 -2.107
H 1.446 1.344 -0.643
H -0.405 3.863 -0.943
H 1.049 4.823 -1.416
H -0.371 4.764 -2.455
C -3.593 -1.291 5.090
C -4.706 -1.176 4.052
C -4.869 -2.447 3.216
C -3.800 -2.669 2.135
P -3.916 -1.720 0.614
C -5.624 -1.900 0.033
C -6.253 -3.290 -0.138
C -5.790 -4.154 -1.315
C -5.774 -3.451 -2.670
C -2.891 -2.478 -0.644
C -1.361 -2.549 -0.545
C -0.597 -1.235 -0.687
C -1.023 -0.361 -1.861
C -3.787 0.068 0.742
C -2.561 0.893 1.172
C -1.723 0.392 2.360
C -1.870 1.269 3.601
H -2.629 -1.529 4.637
H -3.486 -0.355 5.636
H -3.825 -2.072 5.816
H -4.532 -0.308 3.413
H -5.645 -0.985 4.576
H -5.857 -2.438 2.751
H -4.856 -3.307 3.888
H -3.887 -3.714 1.815
H -2.796 -2.600 2.561
H -5.729 -1.317 -0.885
H -6.232 -1.364 0.770
H -7.330 -3.140 -0.244
H -6.120 -3.866 0.783
H -6.461 -5.013 -1.386
H -4.809 -4.589 -1.111
H -6.789 -3.239 -3.010
H -5.297 -4.086 -3.416
H -5.221 -2.510 -2.651
H -3.185 -2.087 -1.620
H -3.201 -3.526 -0.648
H -1.020 -3.225 -1.333
H -1.082 -3.021 0.402
H 0.468 -1.461 -0.781
H -0.686 -0.678 0.247
H -0.744 -0.821 -2.810
H -0.529 0.605 -1.807
H -2.100 -0.174 -1.869
H -4.632 0.386 1.360
H -4.050 0.426 -0.261
H -2.911 1.906 1.379
H -1.909 1.017 0.306
H -0.666 0.411 2.086
H -1.952 -0.647 2.600
H -1.428 2.252 3.433
H -1.355 0.817 4.450
H -2.917 1.410 3.876
```

DFT total energy = -67151.7696 eV
Net charge = +1
E_HOMO = -0.332 Ha
Gap between HOMO and LUMO = 6.9 eV

The highest gap between HOMO and LUMO belongs to which entry?
C5H4N2

Which formula does entry 3 have?
C28H24N3

Number 1 is which compound?
C5H4N2

Which value of gap between HOMO and LUMO does entry 5 give?
5.8 eV